No. 1
DFT (wB97M-V/def2-TZVPD) results for 13 unconnected molecules or ions with the total composition C4H35N3O12.

Geometry as XYZ:
```
54
Properties=species:S:1:pos:R:3:mulliken_charge:R:1
C -3.13 -1.63 -1.30 -1.129
C -1.82 -1.52 -0.41 -0.559
C -0.69 -0.44 -0.70 -0.612
N -1.00 0.59 -1.69 0.053
C 0.25 1.13 -2.15 -0.271
N 0.93 1.85 -1.18 -0.018
N 0.54 0.94 -3.37 -0.727
H -3.80 -0.79 -1.21 0.089
H -2.69 -1.71 -2.32 0.302
H -3.73 -2.50 -1.10 0.400
H -1.82 -1.37 0.65 0.425
H -1.42 -2.55 -0.43 0.387
H 0.22 -1.05 -0.83 0.241
H -0.63 0.17 0.24 0.514
H -1.51 0.05 -2.38 0.539
H 0.36 2.28 -0.42 0.187
H 1.66 2.44 -1.52 0.288
H 1.40 1.27 -3.75 0.206
H 2.52 1.07 3.68 0.384
H 1.93 -0.38 3.72 0.366
O 1.93 0.48 4.17 -0.739
H -4.37 1.45 -1.17 0.346
H -3.11 1.24 -1.92 0.285
O -3.87 1.91 -1.88 -0.741
H 0.20 0.66 3.69 0.344
H -1.22 0.97 3.98 0.294
O -0.64 0.86 3.23 -0.516
H 2.44 -1.96 3.48 0.308
H 2.28 -1.47 1.94 0.475
O 1.84 -1.87 2.74 -0.841
H 2.21 2.47 1.79 0.344
H 1.69 3.14 2.89 0.370
O 2.60 2.70 2.66 -0.736
H -2.57 0.86 1.58 0.328
H -1.77 1.30 0.17 0.123
O -2.18 1.52 1.01 -0.656
H -0.21 -0.99 -4.06 0.330
H -0.72 -2.42 -3.82 0.310
O -0.94 -1.60 -4.27 -0.662
H -0.94 3.89 0.82 0.317
H -0.56 2.59 1.30 0.371
O -0.11 3.38 0.99 -0.725
H 3.22 -3.85 1.71 0.314
H 1.71 -3.79 1.73 0.316
O 2.45 -4.13 1.21 -0.621
H 3.21 -2.00 0.12 0.393
H 3.22 -0.53 0.32 0.324
O 3.47 -1.34 0.80 -0.700
H 3.51 -3.93 -1.66 0.293
H 2.68 -4.17 -0.43 0.354
O 2.75 -3.56 -1.20 -0.675
H -2.67 3.27 -1.60 0.379
H -1.35 3.43 -2.34 0.274
O -1.76 3.59 -1.49 -0.645
```

Properties
Net charge: 0
Relative energy (zero: lowest compared OMol25 entry of this formula, charge and spin): 2.6433 eV
DFT total energy: -1240.5124 Eh

---

No. 2
DFT (wB97M-V/def2-TZVPD) results for a gas-phase ion, C6H9N4O2 (charge +1).

Geometry as XYZ:
```
21
Properties=species:S:1:pos:R:3:mulliken_charge:R:1
H -1.77 2.11 0.62 0.193
N -1.09 1.42 0.74 -0.412
C 0.14 1.51 0.89 -0.363
C 1.04 0.33 0.64 -0.052
C 1.29 0.33 -0.86 -0.347
C 0.66 -0.56 -1.56 -0.656
C -0.28 -1.55 -1.03 -0.269
N -1.33 -0.90 -0.19 -0.205
C -0.30 -1.69 0.45 0.442
N -0.54 -3.00 1.07 1.001
O -1.57 -3.57 0.79 -0.550
O 0.41 -3.41 1.64 -0.541
N 0.58 -0.95 1.19 -0.343
H 0.68 2.42 1.21 0.416
H 1.94 0.67 1.15 0.450
H 2.07 1.09 -1.34 0.327
H 0.81 -0.65 -2.69 0.340
H -0.60 -2.33 -1.62 0.618
H -2.16 -1.40 -0.30 0.352
H -1.36 0.11 0.14 0.356
H 1.07 -1.34 1.92 0.244
```

Properties
Net charge: +1
Relative energy (zero: lowest compared OMol25 entry of this formula, charge and spin): 4.1446 eV
SMILES string: [H]/N=C/[C@@H]1C=C[C@@H]2[NH2+][C@]2([N+](=O)[O-])N1
DFT total energy: -603.0866 Eh

---

No. 3
DFT (wB97M-V/def2-TZVPD) results for 3 unconnected molecules or ions with the total composition C4H10O2.

Geometry as XYZ:
```
16
Properties=species:S:1:pos:R:3:mulliken_charge:R:1
C -0.78 0.96 2.40 -0.871
C -0.43 0.83 1.12 0.126
C 0.10 1.89 0.27 -0.179
C 0.72 1.74 -0.90 -0.396
H -0.83 1.85 3.02 0.284
H -1.26 0.11 2.86 0.263
H -0.55 -0.10 0.58 0.281
H -0.16 2.88 0.64 0.266
H 1.24 2.40 -1.58 0.300
H 0.78 0.74 -1.32 -0.068
O 1.29 -1.40 -1.52 -0.634
H 2.19 -1.71 -1.35 0.315
H 1.50 -0.79 -2.24 0.329
O -1.47 -3.02 -0.37 -0.632
H -1.82 -3.31 -1.22 0.312
H -0.52 -3.07 -0.39 0.305
```

Properties
Net charge: 0
Relative energy (zero: lowest compared OMol25 entry of this formula, charge and spin): 2.2375 eV
SMILES string: C=CC=C.O.O
DFT total energy: -308.8159 Eh

---

No. 4
DFT (wB97M-V/def2-TZVPD) results for 2 unconnected molecules or ions with the total composition CH7N2S.

Geometry as XYZ:
```
11
Properties=species:S:1:pos:R:3:mulliken_charge:R:1
S 1.11 2.91 -1.32 -0.864
H 1.18 3.74 -0.26 -0.052
N -0.62 -0.06 -0.77 -0.596
C 0.21 -1.01 -0.04 -0.155
N -0.47 -1.64 1.10 -0.619
H -0.04 0.73 -1.08 0.131
H -1.34 0.33 -0.18 0.229
H 1.13 -0.54 0.32 0.254
H 0.53 -1.80 -0.72 0.186
H -1.47 -1.51 1.00 0.235
H -0.23 -1.17 1.96 0.251
```

Properties
Net charge: -1
Relative energy (zero: lowest compared OMol25 entry of this formula, charge and spin): 0.3499 eV
DFT total energy: -550.0211 Eh

---

No. 5
DFT (wB97M-V/def2-TZVPD) results for a single C4H6N2O molecule.

Geometry as XYZ:
```
13
Properties=species:S:1:pos:R:3:mulliken_charge:R:1
C -2.01 -0.43 -0.31 -0.725
O -1.25 0.07 0.80 -0.406
C 0.03 0.30 0.46 0.566
C 0.74 1.43 0.21 -0.429
N 2.02 1.09 -0.22 -0.542
C 2.07 -0.21 -0.18 -0.171
N 0.87 -0.78 0.21 -0.189
H -1.92 0.26 -1.16 0.329
H -3.05 -0.48 0.02 0.227
H -1.67 -1.42 -0.61 0.304
H 0.44 2.45 0.33 0.399
H 2.91 -0.82 -0.49 0.384
H 0.83 -1.47 0.94 0.254
```

Properties
Net charge: 0
Relative energy (zero: lowest compared OMol25 entry of this formula, charge and spin): 1.5406 eV
SMILES string: COc1cnc[nH]1
DFT total energy: -340.7383 Eh

---

No. 6
DFT (wB97M-V/def2-TZVPD) results for 6 unconnected molecules or ions with the total composition C33H31F5I2N.

Geometry as XYZ:
```
72
Properties=species:S:1:pos:R:3:mulliken_charge:R:1
C -1.39 3.98 2.89 -0.998
C -2.26 2.74 2.94 0.394
I -1.85 1.65 4.76 -0.119
C -3.76 3.03 2.87 -0.819
N -4.31 3.82 3.94 -0.639
I -4.62 5.79 3.35 -0.285
H -1.88 4.80 3.41 0.343
H -0.41 3.82 3.34 0.175
H -1.22 4.25 1.84 0.253
H -1.97 2.04 2.16 -0.090
H -4.27 2.06 2.84 0.383
H -3.90 3.47 1.87 0.403
F 1.23 2.67 1.53 -0.100
C 2.39 3.36 1.51 0.359
C 2.84 3.87 0.31 -0.444
C 4.03 4.58 0.31 -0.438
C 4.74 4.77 1.49 -0.290
C 4.25 4.25 2.68 -0.572
C 3.06 3.53 2.70 -0.532
H 2.27 3.71 -0.59 0.476
H 4.41 4.99 -0.62 0.384
H 5.66 5.33 1.48 0.336
H 4.79 4.41 3.61 0.359
H 2.65 3.13 3.62 0.448
F -0.73 2.50 -2.68 -0.325
C -1.03 1.32 -2.09 0.332
C -1.63 0.34 -2.86 -0.554
C -1.93 -0.87 -2.25 -0.340
C -1.63 -1.08 -0.91 -0.555
C -1.03 -0.07 -0.17 -0.299
C -0.73 1.15 -0.76 -0.325
H -1.85 0.53 -3.90 0.422
H -2.40 -1.66 -2.83 0.374
H -1.87 -2.02 -0.44 0.359
H -0.80 -0.22 0.88 0.433
H -0.27 1.95 -0.20 0.459
F 7.39 6.23 -0.13 -0.309
C 8.10 7.00 0.72 0.418
C 9.48 6.97 0.65 -0.568
C 10.20 7.76 1.53 -0.244
C 9.54 8.55 2.46 -0.549
C 8.15 8.56 2.51 -0.337
C 7.42 7.77 1.63 -0.351
H 9.96 6.34 -0.09 0.413
H 11.28 7.75 1.49 0.345
H 10.11 9.16 3.15 0.370
H 7.64 9.17 3.23 0.354
H 6.34 7.77 1.65 0.484
F -1.48 -4.22 -1.88 -0.279
C -1.78 -5.38 -1.25 0.571
C -2.43 -6.37 -1.96 -0.667
C -2.75 -7.55 -1.30 -0.162
C -2.42 -7.71 0.04 -0.720
C -1.77 -6.69 0.72 -0.261
C -1.45 -5.51 0.08 -0.523
H -2.68 -6.22 -3.00 0.449
H -3.26 -8.34 -1.84 0.407
H -2.68 -8.63 0.55 0.373
H -1.52 -6.81 1.77 0.364
H -0.95 -4.70 0.59 0.451
F -4.71 -6.73 -4.28 -0.330
C -5.49 -7.82 -4.12 0.395
C -6.30 -7.89 -3.00 -0.327
C -7.09 -9.02 -2.84 -0.301
C -7.06 -10.04 -3.77 -0.556
C -6.23 -9.94 -4.88 -0.274
C -5.43 -8.83 -5.06 -0.573
H -6.30 -7.08 -2.29 0.456
H -7.74 -9.09 -1.97 0.362
H -7.68 -10.92 -3.64 0.374
H -6.21 -10.74 -5.61 0.352
H -4.78 -8.72 -5.92 0.423
```

Properties
Net charge: -1
DFT total energy: -2425.5296 Eh

---

No. 7
DFT (wB97M-V/def2-TZVPD) results for a molecular structure, C32H25Cl5N8O7Ti.

Geometry as XYZ:
```
78
Properties=species:S:1:pos:R:3:mulliken_charge:R:1
Ti 0.04 -0.14 0.38 -0.339
C 3.89 3.80 0.33 -0.662
C 2.82 3.54 -0.51 -0.844
C 2.21 2.29 -0.51 -0.139
C 2.65 1.30 0.35 -0.855
C 3.74 1.56 1.20 -0.061
C 4.35 2.80 1.18 -1.042
N 1.94 0.07 0.44 1.776
C 2.67 -1.12 0.61 -0.199
C 3.94 -1.35 0.10 -0.528
C 4.55 -2.58 0.32 -0.733
C 3.91 -3.60 1.03 -0.770
C 2.64 -3.40 1.52 -0.881
C 2.03 -2.17 1.30 0.758
N 0.73 -1.83 1.68 1.850
N 0.09 -2.56 2.46 -1.717
C -1.18 -2.01 2.77 -0.217
C -2.06 -2.75 3.52 -0.559
C -3.28 -2.17 3.84 -0.501
C -3.55 -0.88 3.40 -0.904
C -2.60 -0.23 2.63 -0.431
N -1.43 -0.78 2.32 0.871
H 4.38 4.77 0.31 0.469
H 2.47 4.31 -1.19 0.532
H 1.41 2.09 -1.20 0.685
H 4.12 0.77 1.84 0.629
H 5.22 2.98 1.81 0.471
H 4.45 -0.58 -0.46 0.565
H 5.54 -2.75 -0.09 0.466
H 4.40 -4.55 1.17 0.439
H 2.10 -4.18 2.05 0.529
H -1.80 -3.75 3.84 0.594
H -4.02 -2.71 4.42 0.443
H -4.49 -0.39 3.62 0.497
H -2.78 0.76 2.22 0.417
Cl -4.59 2.17 -4.54 -0.085
C -3.70 1.87 -3.11 0.248
C -3.82 0.64 -2.46 0.076
Cl -4.83 -0.58 -3.10 -0.076
C -3.08 0.39 -1.30 1.208
Cl -3.21 -1.15 -0.53 -0.053
C -2.18 1.34 -0.80 -2.019
O -1.37 1.10 0.25 0.421
C -2.09 2.57 -1.46 0.685
Cl -1.01 3.74 -0.82 -0.182
C -2.84 2.84 -2.60 0.175
Cl -2.69 4.35 -3.38 -0.172
N 2.31 2.35 5.23 -0.216
C 1.38 2.63 4.07 -0.855
C 1.07 1.35 3.30 -0.702
N 0.30 1.62 2.10 -0.567
H 2.53 3.21 5.75 0.385
H 3.19 1.95 4.90 0.342
H 1.90 1.69 5.89 0.367
H 1.90 3.35 3.44 0.428
H 0.49 3.09 4.49 0.401
H 0.53 0.64 3.92 0.522
H 2.01 0.88 2.99 0.138
H 0.75 2.33 1.52 0.178
H -0.65 1.92 2.27 0.375
O 0.13 0.23 -1.70 -0.284
C -0.28 -0.95 -1.86 0.861
O -0.22 -1.71 -0.81 -0.564
C -0.94 -1.40 -3.09 0.297
C -1.18 -0.46 -4.09 -0.110
C -1.93 -0.83 -5.18 -0.605
C -2.45 -2.10 -5.32 -0.530
C -2.19 -3.01 -4.31 -0.454
C -1.45 -2.69 -3.19 -0.312
N -2.75 -4.38 -4.42 1.094
O -2.57 -5.11 -3.48 -0.614
O -3.43 -4.61 -5.39 -0.593
N -2.21 0.19 -6.22 1.151
O -1.88 1.33 -5.96 -0.567
O -2.96 -0.14 -7.10 -0.597
H -0.80 0.56 -4.00 0.803
H -3.04 -2.37 -6.18 0.657
H -1.30 -3.42 -2.41 0.738
```

Properties
Net charge: +2
Relative energy (zero: lowest compared OMol25 entry of this formula, charge and spin): 0.9514 eV
DFT total energy: -5349.0348 Eh

---

No. 8
DFT (wB97M-V/def2-TZVPD) results for 2 unconnected molecules or ions with the total composition C7H14O2.

Geometry as XYZ:
```
23
Properties=species:S:1:pos:R:3:mulliken_charge:R:1
C 0.14 -0.37 0.05 0.223
C -0.53 -1.74 0.58 -0.614
C -1.92 -1.25 1.08 -0.650
C -2.23 -0.07 0.13 -0.881
C -1.02 0.71 -0.13 -0.148
H 0.92 0.22 0.62 -0.116
H 0.82 -0.88 -0.81 -0.202
H -0.05 -2.37 1.39 0.316
H -0.83 -2.31 -0.27 0.286
H -1.67 -0.75 2.11 0.229
H -2.71 -1.97 1.20 0.420
H -3.09 0.56 0.32 0.415
H -2.56 -0.61 -0.80 0.245
H -0.94 1.33 0.86 0.159
H -1.01 1.19 -1.17 0.291
C 2.41 1.71 -0.03 -1.054
C 1.66 0.79 -1.07 0.517
O 0.51 0.93 -1.46 -0.492
O 2.52 -0.18 -1.39 -0.420
H 1.64 2.58 0.13 0.270
H 2.49 1.03 0.88 0.325
H 3.42 2.12 -0.25 0.368
H 2.02 -0.67 -2.00 0.514
```

Properties
Net charge: 0
Relative energy (zero: lowest compared OMol25 entry of this formula, charge and spin): 5.8201 eV
SMILES string: C1CCCC1.CC(=O)O
DFT total energy: -425.3914 Eh

---

No. 9
DFT (wB97M-V/def2-TZVPD) results for a single C6H13N3 molecule.

Geometry as XYZ:
```
22
Properties=species:S:1:pos:R:3:mulliken_charge:R:1
H -2.04 1.99 0.79 0.251
N -1.03 2.10 0.81 -0.773
C -0.41 1.33 0.00 1.033
C 0.93 1.79 -0.54 -1.511
C -1.12 0.32 -0.96 -0.938
C -0.70 -1.02 -0.42 0.320
C 0.34 -1.78 -1.21 -1.502
C -0.09 -0.52 1.19 0.370
N 1.26 -0.61 1.41 -0.286
N -1.00 -0.68 2.07 -0.731
H -0.64 -0.79 3.01 0.211
H 0.78 2.31 -1.48 0.364
H 1.39 2.47 0.18 0.333
H 1.60 0.96 -0.74 0.330
H -2.20 0.45 -0.85 0.312
H -0.80 0.47 -1.99 0.348
H -1.54 -1.64 -0.11 0.422
H 1.10 -1.13 -1.63 0.299
H -0.16 -2.30 -2.03 0.418
H 0.83 -2.53 -0.58 0.362
H 1.95 -0.45 0.70 0.172
H 1.56 -0.73 2.37 0.198
```

Properties
Net charge: 0
Relative energy (zero: lowest compared OMol25 entry of this formula, charge and spin): 2.4045 eV
SMILES string: [H]/N=C(/C)C[C@@H](C)/C(N)=N/[H]
DFT total energy: -400.6046 Eh

---

No. 10
DFT (wB97M-V/def2-TZVPD) results for a single C5H9NO molecule.

Geometry as XYZ:
```
16
Properties=species:S:1:pos:R:3:mulliken_charge:R:1
C 1.93 0.09 -1.86 -0.766
N 0.76 -0.36 -1.17 -0.322
C 0.59 -1.22 -0.27 -0.293
C -0.84 -1.00 0.18 -0.066
O -1.54 -1.39 1.36 -0.501
C -0.90 -0.11 1.33 0.153
C -1.53 1.25 1.29 -1.067
H 2.22 1.05 -1.41 0.266
H 1.60 0.31 -2.88 0.262
H 2.79 -0.58 -1.87 0.299
H 1.32 -1.88 0.22 0.459
H -1.47 -0.86 -0.68 0.337
H 0.00 -0.14 1.94 0.323
H -2.01 1.52 2.23 0.329
H -0.69 1.94 1.13 0.256
H -2.22 1.39 0.46 0.331
```

Properties
Net charge: 0
Relative energy (zero: lowest compared OMol25 entry of this formula, charge and spin): 3.4090 eV
SMILES string: C/N=C/[C@H]1O[C@@H]1C
DFT total energy: -325.8123 Eh

---

No. 11
DFT (wB97M-V/def2-TZVPD) results for 13 unconnected molecules or ions with the total composition C6H38NO13.

Geometry as XYZ:
```
58
Properties=species:S:1:pos:R:3:mulliken_charge:R:1
C 0.00 -0.41 0.23 0.218
O -0.59 -1.58 -0.17 -0.760
C -1.25 0.59 0.35 1.599
C -0.78 2.05 0.85 1.946
C -1.98 2.99 0.91 -1.506
C 0.30 2.64 0.02 -0.035
C 1.20 3.68 0.89 -1.214
N -2.01 0.63 -0.90 -0.421
H 0.91 -0.27 -0.48 -0.204
H 0.55 -0.61 1.14 0.212
H -1.81 0.21 1.23 -1.844
H -0.38 1.80 1.84 -1.024
H -2.13 3.70 1.70 0.485
H -2.96 2.44 1.13 0.378
H -2.23 3.54 0.00 0.238
H 0.96 1.94 -0.51 0.170
H -0.06 3.17 -0.86 0.203
H 1.70 3.03 1.59 0.096
H 1.97 4.27 0.39 0.371
H 0.53 4.33 1.45 0.301
H -2.94 0.24 -0.81 0.283
H -1.57 -0.04 -1.50 0.134
H -3.69 -2.53 -0.08 0.257
H -2.23 -2.00 0.24 0.326
O -3.00 -2.56 0.59 -0.723
H -0.05 -0.46 -3.72 0.479
H -1.02 0.29 -4.76 0.281
O -0.23 -0.27 -4.65 -0.745
H 0.54 -2.94 -0.22 0.442
H 1.41 -2.76 -1.46 0.154
O 1.26 -3.41 -0.74 -0.906
H 2.23 2.03 2.82 0.396
H 0.92 1.75 3.29 0.375
O 1.80 1.96 3.66 -0.710
H -0.65 -2.56 0.92 0.406
H -1.52 -3.20 2.18 0.248
O -0.66 -2.87 1.97 -0.707
H -1.78 3.10 -2.03 0.325
H -0.97 3.85 -3.12 0.297
O -1.57 3.97 -2.38 -0.708
H -0.77 -1.57 -1.86 0.317
H -0.65 -2.74 -3.07 0.176
O -0.44 -1.88 -2.74 -0.536
H -2.56 0.90 3.16 0.324
H -2.82 -0.36 2.23 0.437
O -3.25 0.33 2.71 -0.677
H 2.90 -1.59 -1.12 0.312
H 2.82 -2.30 0.13 0.357
O 3.38 -1.64 -0.29 -0.718
H 3.05 0.34 2.15 0.313
H 3.17 0.49 0.66 0.187
O 2.78 0.91 1.40 -0.543
H 1.73 -0.60 -4.21 0.293
H 1.98 -2.05 -3.64 0.298
O 2.12 -1.12 -3.49 -0.633
H 1.98 -2.21 1.59 0.279
H 1.45 -2.23 2.92 0.350
O 2.28 -2.05 2.52 -0.650
```

Properties
Net charge: -1
Relative energy (zero: lowest compared OMol25 entry of this formula, charge and spin): 4.5021 eV
DFT total energy: -1284.2724 Eh

---

No. 12
DFT (wB97M-V/def2-TZVPD) results for 3 unconnected molecules or ions with the total composition C3H11NO.

Geometry as XYZ:
```
16
Properties=species:S:1:pos:R:3:mulliken_charge:R:1
C 1.81 2.40 -2.81 -0.461
N -1.48 1.20 2.67 -0.651
H 2.24 2.68 -1.86 0.225
H 1.58 3.16 -3.54 0.257
H 1.63 1.34 -2.93 0.202
H -1.21 0.50 2.00 0.252
H -2.48 1.18 2.85 0.198
H -1.24 2.13 2.36 0.201
C -0.34 -1.86 0.06 -0.253
O -0.03 -1.32 1.22 -0.561
C 0.30 -0.84 -1.12 -0.993
H -1.43 -1.79 -0.10 0.240
H 0.26 -2.76 -0.09 0.359
H 1.21 -0.52 -0.63 0.323
H -0.45 -0.05 -1.14 0.330
H 0.45 -1.38 -2.05 0.332
```

Properties
Net charge: 0
Relative energy (zero: lowest compared OMol25 entry of this formula, charge and spin): 8.0379 eV
DFT total energy: -250.6013 Eh

---

Number 1: highest occupied orbital energy -9.64 eV. Number 2: highest occupied orbital energy -13.75 eV. Number 3: highest occupied orbital energy -8.82 eV. Number 4: highest occupied orbital energy -2.77 eV. Number 5: highest occupied orbital energy -8.76 eV. Number 6: highest occupied orbital energy -2.48 eV. Number 7: highest occupied orbital energy -13.16 eV. Number 8: highest occupied orbital energy -9.24 eV. Number 9: highest occupied orbital energy -8.85 eV. Number 10: highest occupied orbital energy -9.41 eV. Number 11: highest occupied orbital energy -6.05 eV. Number 12: highest occupied orbital energy -7.04 eV.